(1)
# C3H5NO3

2 unconnected molecules or ions with the total composition C3H5NO3 in a non-equilibrium geometry (ωB97M-V/def2-TZVPD, OMol25).

electronic energy	-10819.0827	eV
E_HOMO	-10.173	eV
energy relative to the best compared isomer or geometry (same formula, charge and spin)	6.605	eV
strongest force on any atom	5.82	eV/Å

Geometry (Å):
C 0.795 0.649 -0.137
O 1.057 1.782 -0.199
H 2.857 -0.571 0.698
C -1.620 0.961 0.128
H 2.199 -1.464 -0.636
H -2.103 -0.817 -0.822
O -0.972 -1.229 -0.264
C 1.751 -0.652 0.206
H 0.905 -1.145 1.105
N -0.547 0.152 -0.323
H -1.612 1.996 0.047
O -2.708 0.338 0.195

---

(2)
# C3H5NO3

2 unconnected molecules or ions with the total composition C3H5NO3 in a non-equilibrium geometry (ωB97M-V/def2-TZVPD, OMol25).

electronic energy	-10815.6343	eV
E_HOMO (spin up / spin down)	-8.002 / -11.108	eV
energy relative to the best compared isomer or geometry (same formula, charge and spin)	4.130	eV
strongest force on any atom	2.32	eV/Å
2S+1	3
<S²>	2.010

Geometry (Å):
C -0.391 -0.385 0.033
N -1.544 0.427 0.080
C 1.403 1.328 -0.572
H 1.032 -1.787 0.946
H -0.739 -2.224 1.174
H 1.729 0.810 -1.449
O -0.235 -1.481 -0.742
H 1.959 1.227 0.338
C 0.001 -1.629 0.659
O -2.137 0.628 -0.961
H 0.730 2.156 -0.664
O -1.807 0.931 1.158